# 1
{
  "formula": "C32H57BrNO14PS",
  "method": "ωB97M-V with the def2-TZVPD basis set",
  "symbols": ["N", "P", "O", "C", "C", "C", "S", "O", "O", "C", "C", "C", "C", "C", "O", "C", "C", "C", "C", "Br", "C", "C", "O", "H", "H", "H", "H", "H", "H", "H", "H", "H", "H", "H", "H", "H", "H", "H", "C", "O", "C", "C", "O", "C", "C", "O", "C", "H", "H", "H", "H", "H", "H", "H", "H", "H", "H", "H", "H", "H", "H", "C", "O", "C", "C", "O", "C", "C", "O", "C", "H", "H", "H", "H", "H", "H", "H", "H", "H", "H", "H", "H", "H", "H", "C", "O", "C", "C", "O", "C", "C", "O", "C", "H", "H", "H", "H", "H", "H", "H", "H", "H", "H", "H", "H", "H", "H"],
  "xyz": [[-1.12722, -2.11196, 8.97634], [0.57264, -2.26066, 8.42885], [1.47594, -3.06870, 9.72539], [0.75830, -3.41796, 6.92097], [1.90201, -3.03311, 5.78213], [2.88732, -1.71376, 5.86762], [2.21977, -0.48978, 4.56482], [3.00732, -0.64573, 3.21815], [0.69269, -0.77426, 4.31003], [2.08288, -3.98174, 4.42524], [1.16624, -5.31340, 4.14125], [0.02957, -5.70737, 5.26264], [-0.14484, -4.75567, 6.62695], [-1.33829, -5.24576, 7.69143], [-1.22799, -5.18004, 9.02294], [-2.69100, -5.88714, 6.94560], [-4.21384, -5.55381, 7.54992], [-4.80334, -4.35489, 6.54358], [-4.12376, -2.88809, 6.86120], [-5.29915, -1.78188, 8.04227], [-2.54260, -6.73748, 5.69728], [-1.00729, -7.00857, 5.09156], [-0.66468, -8.15664, 4.48674], [-1.16641, -2.70745, 9.85622], [-1.35729, -1.14492, 9.29952], [2.13979, -3.63651, 9.19674], [3.99716, -1.97239, 5.53758], [2.85730, -1.15345, 6.90066], [2.26871, 0.86006, 5.03347], [2.87358, -3.69705, 3.58692], [1.23892, -6.00297, 3.18665], [-4.09315, -5.02207, 8.60480], [-4.90605, -6.49619, 7.59287], [-5.97347, -4.34692, 6.48033], [-4.41596, -4.65943, 5.45625], [-4.01859, -2.32555, 5.81338], [-3.00173, -2.99084, 7.25416], [-3.48380, -7.19135, 5.17058], [4.85285, -5.47502, -1.92903], [5.43818, -4.24053, -1.55300], [6.06388, -3.56336, -2.64226], [5.86183, -2.04704, -2.53542], [4.52456, -1.60735, -2.80954], [3.52226, -1.95939, -1.84652], [3.65528, -1.24051, -0.49911], [4.76600, -1.74503, 0.24107], [5.47736, -0.73210, 0.93553], [5.63385, -6.23343, -2.07362], [4.18668, -5.79727, -1.12200], [4.25176, -5.37070, -2.83752], [5.67080, -3.90887, -3.60230], [7.13577, -3.79352, -2.59683], [6.48527, -1.57475, -3.30353], [6.21270, -1.65414, -1.58095], [3.46048, -3.04127, -1.72414], [2.57021, -1.65128, -2.29320], [2.75778, -1.42041, 0.09985], [3.74964, -0.16249, -0.67488], [5.69226, 0.11939, 0.28091], [6.43159, -1.15279, 1.26273], [4.90915, -0.40849, 1.80908], [3.06392, 0.21407, -4.70941], [1.69833, 0.56709, -4.84548], [1.00038, 0.59210, -3.60098], [-0.02106, 1.73533, -3.56682], [0.55778, 3.04326, -3.46165], [1.27799, 3.52113, -4.60572], [0.40148, 3.83032, -5.82479], [-0.07267, 2.62847, -6.43049], [-1.41406, 2.72621, -6.88375], [3.15759, -0.86510, -4.52865], [3.57672, 0.46589, -5.64351], [3.54265, 0.77738, -3.90253], [1.69127, 0.70577, -2.76114], [0.47834, -0.36779, -3.50055], [-0.62576, 1.61242, -2.66077], [-0.71922, 1.68481, -4.40258], [2.10069, 2.85110, -4.85772], [1.74146, 4.46081, -4.28473], [0.99548, 4.35944, -6.57566], [-0.42904, 4.47578, -5.51567], [-2.06190, 3.15454, -6.11137], [-1.77234, 1.71651, -7.09994], [-1.45791, 3.32553, -7.79457], [-4.54691, 7.83777, -7.12341], [-3.94742, 7.55302, -5.87141], [-4.11719, 8.60171, -4.91854], [-4.33492, 8.03470, -3.51050], [-5.61443, 7.41804, -3.31209], [-5.84851, 6.18573, -4.00675], [-5.01832, 5.00175, -3.49785], [-3.64970, 5.13708, -3.87827], [-2.74739, 4.71991, -2.86528], [-3.93721, 8.56504, -7.67604], [-4.59959, 6.90645, -7.69681], [-5.56745, 8.21314, -7.00040], [-4.96409, 9.24192, -5.18021], [-3.20130, 9.20582, -4.93186], [-4.30596, 8.87479, -2.80686], [-3.52918, 7.36435, -3.21067], [-5.74629, 6.31879, -5.08431], [-6.90398, 5.94961, -3.83053], [-5.38992, 4.07635, -3.94748], [-5.12448, 4.93021, -2.40902], [-3.01422, 5.15350, -1.89547], [-1.75045, 5.08058, -3.13102], [-2.73096, 3.63051, -2.80512]],
  "de_lowest_ev": 15.714,
  "largest_force_ev_per_a": 8.48,
  "total_charge": 0,
  "smiles": "NP(O)c1c(C[SH](=O)=O)ccc2c1C(=O)C(CCCBr)=CC2=O.COCCOCCOC.COCCOCCOC.COCCOCCOC"
}

# 2
{
  "formula": "C2H5BrN2",
  "method": "ωB97M-V with the def2-TZVPD basis set",
  "symbols": ["H", "N", "N", "H", "C", "C", "Br", "H", "H", "H"],
  "xyz": [[-0.28742, 0.97519, -1.28785], [-1.28288, 1.35195, -1.07374], [-2.01579, 2.00392, -1.77097], [-1.75626, 2.32252, -2.70028], [0.46314, -1.05868, 1.74421], [1.04453, -1.09455, 0.51799], [2.82262, -1.48386, 0.26025], [1.08696, -0.93919, 2.73509], [-0.59146, -0.94666, 2.00826], [0.51656, -1.13064, -0.43297]],
  "de_lowest_ev": 0.360,
  "largest_force_ev_per_a": 3.03,
  "total_charge": 0,
  "smiles": "[H]/N=N\\[H].C=CBr"
}

# 3
{
  "formula": "C16H59FN24O14P",
  "method": "ωB97M-V with the def2-TZVPD basis set",
  "symbols": ["C", "C", "F", "P", "O", "C", "C", "O", "H", "H", "H", "H", "H", "H", "H", "H", "H", "H", "H", "C", "O", "N", "N", "H", "H", "H", "H", "C", "O", "N", "N", "H", "H", "H", "H", "C", "O", "N", "N", "H", "H", "H", "H", "C", "O", "N", "N", "H", "H", "H", "H", "C", "O", "N", "N", "H", "H", "H", "H", "C", "O", "N", "N", "H", "H", "H", "H", "C", "O", "N", "N", "H", "H", "H", "H", "C", "O", "N", "N", "H", "H", "H", "H", "C", "O", "N", "N", "H", "H", "H", "H", "C", "O", "N", "N", "H", "H", "H", "H", "C", "O", "N", "N", "H", "H", "H", "H", "C", "O", "N", "N", "H", "H", "H", "H"],
  "xyz": [[-5.04635, 1.29235, -1.49950], [-5.10678, 2.66035, -0.84797], [-5.19134, 3.60450, -1.91255], [-3.54803, 3.08955, 0.20112], [-4.13904, 2.18838, 1.65827], [-3.14118, 2.24118, 2.65780], [-1.80188, 2.38244, 1.94115], [-2.01496, 3.45495, 1.07217], [-4.04698, 1.06045, -1.87146], [-5.36095, 0.53309, -0.78673], [-5.73253, 1.28912, -2.35294], [-6.02854, 2.75357, -0.26223], [-4.19310, 4.25188, 0.77278], [-3.03228, 3.82250, -0.93129], [-2.96695, 1.84305, -0.19476], [-3.19777, 1.41570, 3.37537], [-3.26670, 3.22675, 3.13479], [-1.49961, 1.46708, 1.41450], [-1.02673, 2.57331, 2.68993], [-0.38963, 0.53795, -2.37824], [-1.40854, 0.39370, -1.72514], [-0.04160, 1.75566, -2.89848], [0.47350, -0.49010, -2.63462], [0.79409, 1.91351, -3.43209], [-0.66619, 2.52240, -2.71906], [0.23723, -1.38431, -2.23335], [1.32151, -0.38940, -3.15897], [0.02279, -1.93811, 0.79049], [-0.17490, -2.43333, -0.32478], [0.40706, -2.66848, 1.86520], [-0.14881, -0.61273, 0.98582], [0.56313, -2.26664, 2.77345], [0.53792, -3.65464, 1.74487], [-0.45737, -0.06827, 0.19195], [0.01653, -0.15507, 1.86351], [2.14735, 2.34878, -6.62091], [2.85468, 2.11650, -5.64920], [0.94528, 1.75353, -6.81605], [2.52935, 3.22400, -7.60602], [0.36494, 1.92361, -7.61464], [0.63321, 1.09485, -6.12366], [3.41365, 3.68292, -7.49645], [1.96919, 3.42562, -8.41167], [3.71740, -2.47190, -0.66483], [3.62518, -1.49074, 0.04942], [4.95468, -2.93729, -1.08322], [2.66261, -3.19812, -1.10806], [5.07082, -3.75258, -1.65360], [5.76241, -2.43386, -0.77002], [1.71947, -2.94296, -0.84632], [2.76480, -4.00567, -1.69414], [-1.49406, -4.95668, 3.82974], [-0.35873, -4.52868, 3.95613], [-2.58587, -4.21589, 4.16421], [-1.75535, -6.20439, 3.33095], [-3.53507, -4.53087, 4.07467], [-2.41734, -3.28324, 4.49735], [-0.96974, -6.76663, 3.06480], [-2.68143, -6.56619, 3.20760], [2.03730, -1.55818, -8.02659], [0.89423, -1.22528, -7.75900], [3.09171, -0.69691, -7.93076], [2.36236, -2.82464, -8.42346], [4.04177, -0.96284, -8.12188], [2.90693, 0.23653, -7.61712], [1.61588, -3.48975, -8.48976], [3.30390, -3.11550, -8.61042], [5.55992, -2.02801, -5.59179], [5.56703, -2.40278, -6.75764], [5.91414, -2.85811, -4.56482], [5.18289, -0.77450, -5.21867], [5.90178, -2.57719, -3.60242], [6.18598, -3.79302, -4.80199], [4.87726, -0.14313, -5.93539], [5.14835, -0.46778, -4.26456], [0.50341, 4.62126, 4.47379], [0.45802, 3.40922, 4.48031], [-0.19954, 5.35549, 3.55949], [1.24984, 5.35077, 5.37262], [-0.17954, 6.35610, 3.51714], [-0.75265, 4.84671, 2.88273], [1.78225, 4.84479, 6.05577], [1.30072, 6.35180, 5.36087], [0.19270, 8.00512, 8.25328], [1.23064, 7.52228, 8.67038], [-0.37049, 9.12029, 8.81679], [-0.48686, 7.47901, 7.19257], [-1.22301, 9.53451, 8.49280], [0.10696, 9.52869, 9.59749], [-0.10309, 6.65343, 6.76452], [-1.33844, 7.86481, 6.83157], [-5.49156, -1.62472, 2.76793], [-6.04787, -2.69576, 3.00518], [-6.14929, -0.43877, 2.77657], [-4.15895, -1.56084, 2.49031], [-5.70680, 0.44072, 2.55770], [-7.13145, -0.46061, 2.97224], [-3.67628, -2.43968, 2.46945], [-3.65864, -0.70994, 2.29817], [-0.61236, -5.45187, -2.21379], [0.54963, -5.09919, -2.08931], [-1.67716, -4.76503, -1.71723], [-0.93600, -6.60854, -2.88673], [-2.62195, -5.07681, -1.83205], [-1.50159, -3.90560, -1.21533], [-0.17997, -7.14068, -3.27195], [-1.87628, -6.92856, -3.01520], [2.52791, -1.73103, 5.02819], [1.40208, -1.33333, 5.27169], [3.59758, -0.88411, 4.93349], [2.80626, -3.05334, 4.81958], [4.52712, -1.18730, 4.71803], [3.41911, 0.09365, 5.06763], [2.03218, -3.69484, 4.86944], [3.71944, -3.40343, 4.60504]],
  "largest_force_ev_per_a": 1.11,
  "total_charge": -1
}

no.,energy (eV),highest occupied orbital energy (eV)
1,-154408.3978,-8.85
2,-75174.2020,-8.89
3,-93996.6034,-4.24